# 1
Formula: C3H8FP
Source: the Open Molecules 2025 dataset
Level of theory: ωB97M-V/def2-TZVPD

Each line ends with the Löwdin charge.
Geometry (Å):
H -2.395 -0.871 0.861  -0.2451
C 0.933 -1.263 -0.409  -0.0427
C 0.294 0.077 -0.549  -0.3838
H 1.719 -1.046 0.278  0.0666
H 1.106 1.949 0.006  0.0545
H 1.204 -1.840 -1.239  0.0710
H 0.263 -1.917 0.060  0.0571
P -2.652 -0.096 -0.287  0.5978
H -0.314 1.486 0.922  0.0719
H 1.341 0.700 1.210  0.0689
C 0.680 1.126 0.475  -0.0525
H -2.378 1.078 0.490  -0.2331
F 0.197 0.618 -1.818  -0.0305

Cartesian forces, eV/Å:
H -0.043 -0.254 0.138
C -0.603 1.344 0.517
C -0.830 0.861 -0.985
H 1.081 -0.637 0.297
H 0.961 1.490 -0.941
H 0.747 -0.057 -1.727
H -1.121 -0.888 1.213
P 1.172 0.372 0.174
H 1.732 -0.348 -0.129
H 0.051 0.043 0.460
C -3.308 -1.161 0.482
H -0.202 -0.165 -0.304
F 0.362 -0.597 0.803

## Properties
Charge: 0
Multiplicity: 1
Strongest force on any atom in eV/A: 3.54

# 2
Formula: C3H8IN2O
Source: the Open Molecules 2025 dataset
Level of theory: ωB97M-V/def2-TZVPD

Each line ends with the Löwdin charge.
Geometry (Å):
N -0.709 -1.838 -0.142  0.1391
C 0.375 -1.076 -0.218  -0.2762
C 0.897 -0.314 1.017  -0.3649
O 2.207 -0.376 1.320  -0.5220
H -1.464 -1.714 0.566  0.1548
H -0.970 -2.294 -0.940  0.0814
I 3.693 -0.269 -0.183  1.0550
H -1.588 0.416 -0.821  0.0903
C -0.853 1.072 -0.374  -0.0011
H 0.182 -0.456 1.957  0.2318
H -0.713 1.938 -1.119  0.1454
H 1.168 0.670 -0.785  0.0899
N 0.454 0.504 -0.100  -0.0217
H -1.236 1.400 0.545  0.0856
H 1.098 -1.399 -0.931  0.1127

Cartesian forces, eV/Å:
N -2.218 0.913 2.485
C 2.528 -0.011 3.401
C -1.441 -3.573 -0.334
O 1.497 0.908 -0.187
H 1.259 -0.222 -0.867
H -1.065 -1.295 -2.284
I -1.293 -0.122 1.223
H 0.304 -0.689 -0.090
C 0.337 2.587 -1.606
H 1.653 0.987 -1.961
H -0.270 -1.147 1.442
H 0.580 0.888 -0.052
N -1.607 -0.053 -1.982
H -0.753 0.924 1.130
H 0.491 -0.094 -0.315

## Properties
Charge: +1
Multiplicity: 1
Strongest force on any atom in eV/A: 4.24
SMILES: C[N@@H+]1[C@H](N)[C@H]1OI

# 3
Formula: C3H8INO5P2S
Source: the Open Molecules 2025 dataset
Level of theory: ωB97M-V/def2-TZVPD

Each line ends with the Löwdin charge.
Geometry (Å):
H -1.679 1.756 -1.623  0.0782
I -1.074 -2.256 2.776  0.8291
S 2.576 -2.196 -2.365  0.1810
O -0.972 0.611 0.402  -0.1735
C 0.566 0.493 2.610  -0.2141
P 1.411 -0.700 -2.038  0.2836
H 1.147 0.745 3.479  0.1358
H -1.429 -0.984 -0.873  0.1007
O 1.129 1.204 1.515  -0.1162
C 0.674 -1.024 2.481  -0.8134
P 0.535 0.933 0.074  0.2999
H -0.441 0.794 2.826  0.1003
O 1.325 -0.373 -0.420  -0.4043
O 0.747 2.065 -0.789  -0.2139
C -1.795 -0.007 -0.601  -0.3082
H -2.734 -0.181 -0.109  0.1129
N -2.010 0.815 -1.749  0.0512
H 0.129 -0.992 -2.507  -0.0263
H -1.668 0.413 -2.600  0.0581
O 1.700 -1.558 2.208  0.0382
H 1.864 0.442 -2.698  0.0007

Cartesian forces, eV/Å:
H 0.027 0.251 -0.077
I -0.057 0.317 0.087
S -0.253 0.246 0.066
O 0.382 -0.812 -0.146
C -0.139 -0.102 0.495
P 1.826 -1.786 -0.312
H 0.473 0.102 0.367
H 0.470 -0.405 -0.104
O -0.383 -0.794 0.274
C 1.189 -0.629 -0.478
P 0.547 0.958 0.976
H -0.562 0.159 -0.262
O -1.183 0.171 -0.749
O 0.150 0.892 -1.272
C -0.995 0.195 -0.114
H -0.341 0.032 0.591
N -0.046 -0.149 0.017
H -0.311 0.535 0.312
H 0.288 0.090 -0.250
O -0.628 0.311 0.223
H -0.454 0.419 0.355

## Properties
Charge: 0
Multiplicity: 1
Strongest force on any atom in eV/A: 2.57

# 4
Formula: C3H8IO
Source: the Open Molecules 2025 dataset
Level of theory: ωB97M-V/def2-TZVPD

Each line ends with the Löwdin charge.
Geometry (Å):
H 1.264 1.049 -1.065  0.0710
H 1.310 -0.753 -1.125  0.0739
O -1.147 -0.905 0.250  -0.1146
H 1.881 0.090 1.191  0.0628
C 0.668 0.126 -1.055  -0.0765
H 0.461 0.369 2.284  0.0675
H 0.037 0.294 -1.930  0.0606
H -0.627 1.014 0.407  0.1257
H -1.795 -0.575 -0.398  -0.0744
I -3.713 0.688 -1.955  -0.6867
C -0.100 0.055 0.270  -0.5191
H 0.901 -1.258 1.684  0.0733
C 0.860 -0.193 1.442  -0.0635

Cartesian forces, eV/Å:
H 0.351 -0.290 0.314
H 0.002 0.036 -0.403
O 0.567 -0.334 0.073
H -0.034 0.371 0.088
C -0.030 0.640 0.220
H 0.416 -0.158 0.327
H -0.313 -0.654 0.132
H 0.499 0.077 0.058
H -0.232 -0.077 0.033
I 0.159 -0.029 0.062
C -0.422 0.624 -0.618
H -0.217 0.008 0.021
C -0.745 -0.215 -0.308

## Properties
Charge: -1
Multiplicity: 1
Strongest force on any atom in eV/A: 0.97

ΔE to the lowest compared entry with this formula, charge and spin, record by record: 93.2, 71.3, 0.0, 4.4 kcal per mole